No. 1
Computed, not measured: a 4-piece molecular cluster, C2H14N2O3 overall in a non-equilibrium geometry, with wB97M-V/def2-TZVPD.

The geometry in ORCA input format:
```
! wB97M-V def2-TZVPD RIJCOSX def2/J DEFGRID3
* xyz 0 1
C 3.27 1.71 -1.39
N 2.05 1.48 -2.17
C 0.90 2.15 -1.60
N -0.18 2.34 -2.62
H 4.01 0.98 -1.50
H 3.53 2.81 -1.40
H 3.04 1.68 -0.29
H 2.21 1.94 -3.04
H 1.12 3.13 -1.25
H 0.46 1.36 -0.86
H 0.03 3.18 -3.13
H -0.15 1.55 -3.23
O -0.62 -0.96 -0.16
H -1.00 -0.79 0.72
H 0.30 -0.70 -0.27
O -2.33 -2.92 4.54
H -3.13 -2.64 3.99
H -2.88 -2.96 5.35
O -3.92 -4.26 2.86
H -3.38 -4.39 2.00
H -3.34 -4.66 3.44
*
```

Values from the calculation:
E (eV): -11422.2687
SMILES: CNCN.O.O.O
Energy relative to the best compared isomer or geometry (same formula, charge and spin) (kJ/mol): 208.2
F_max (Eh/bohr): 0.0962

Here are the Mulliken charges for atoms 1 to 4, given in e: -0.902 -0.425 -0.244 -0.624

No. 2
Computed, not measured: C9H6N2O2 in the gas phase in a non-equilibrium geometry, with wB97M-V/def2-TZVPD.

The geometry in ORCA input format:
```
! wB97M-V def2-TZVPD RIJCOSX def2/J DEFGRID3
* xyz 0 1
H 3.50 -1.55 -0.28
N 3.05 -1.59 0.68
C 1.99 -0.93 0.83
C 1.17 -0.97 2.11
O 1.54 -1.14 3.23
N -0.16 -0.60 1.73
C -0.55 0.07 0.61
C -1.91 0.50 0.49
C -2.43 1.03 -0.71
C -1.64 1.12 -1.88
C -0.32 0.83 -1.79
C 0.19 0.17 -0.56
C 1.58 -0.28 -0.58
O 2.37 -0.30 -1.47
H -0.90 -0.75 2.39
H -2.42 0.59 1.39
H -3.37 1.42 -0.77
H -2.09 1.45 -2.71
H 0.40 0.93 -2.71
*
```

Values from the calculation:
E (eV): -16504.2034
SMILES: [H]/N=C1/C(=O)Nc2ccccc2C1=O
Energy relative to the best compared isomer or geometry (same formula, charge and spin) (kJ/mol): 136.7
F_max (Eh/bohr): 0.0779

Here are the Mulliken charges for atoms 1 to 4, given in e: 0.311 -0.627 0.234 0.127

No. 3
Computed, not measured: C4H7NO2S in the gas phase in a non-equilibrium geometry, with wB97M-V/def2-TZVPD.

The geometry in ORCA input format:
```
! wB97M-V def2-TZVPD RIJCOSX def2/J DEFGRID3
* xyz 0 1
C -1.96 -1.08 1.51
C -1.61 -0.33 0.64
C 0.53 -0.67 -1.52
C 1.29 0.65 0.55
N 0.52 0.50 -0.66
O -1.78 0.69 -1.74
O 0.91 1.84 1.28
S -1.20 0.97 -0.44
H -2.09 -1.87 2.22
H -0.11 -0.62 -2.31
H 1.61 -0.67 -1.81
H 0.36 -1.69 -0.93
H 2.24 0.88 0.20
H 0.20 1.73 1.99
H 1.10 -0.34 1.02
*
```

Values from the calculation:
E (eV): -20677.0088
Energy relative to the best compared isomer or geometry (same formula, charge and spin) (kJ/mol): 552.6
F_max (Eh/bohr): 0.1319

Here are the Mulliken charges for atoms 1 to 4, given in e: 0.406 -0.717 -0.776 -0.497

No. 4
Computed, not measured: C2H2Cl2OS as an isolated structure in a non-equilibrium geometry, with wB97M-V/def2-TZVPD.

The geometry in ORCA input format:
```
! wB97M-V def2-TZVPD RIJCOSX def2/J DEFGRID3
* xyz 0 1
C 2.13 -0.07 0.76
C 1.18 0.66 0.19
O 2.89 -0.85 0.99
S 1.60 0.68 -1.68
Cl 0.10 1.83 0.64
Cl -0.93 -0.52 1.45
H -1.29 0.57 2.09
H 0.44 0.09 -2.04
*
```

Values from the calculation:
E (eV): -40031.2453
Energy relative to the best compared isomer or geometry (same formula, charge and spin) (kJ/mol): 243.4
F_max (Eh/bohr): 0.1029

Here are the Mulliken charges for atoms 1 to 4, given in e: 0.722 -0.211 -0.254 -0.217

No. 5
Computed, not measured: a 2-piece molecular cluster, C3H10N2S overall in a non-equilibrium geometry, with wB97M-V/def2-TZVPD.

The geometry in ORCA input format:
```
! wB97M-V def2-TZVPD RIJCOSX def2/J DEFGRID3
* xyz -1 2
C 1.45 0.89 -1.51
S 0.08 1.49 -2.48
C -0.61 2.66 -1.31
H 2.28 1.55 -1.30
H 1.87 0.02 -2.01
H 1.03 0.46 -0.59
H -1.65 2.81 -1.58
H -0.57 2.29 -0.28
H -0.08 3.62 -1.32
N -1.24 -2.02 2.50
C -0.41 -2.52 1.57
N 0.50 -1.81 1.05
H -1.99 -2.53 2.94
H -1.14 -1.04 2.70
H -0.56 -3.56 1.27
H 1.04 -2.31 0.35
*
```

Values from the calculation:
⟨S²⟩: 0.750
E (eV): -17086.9875
Energy relative to the best compared isomer or geometry (same formula, charge and spin) (kJ/mol): 47.6
F_max (Eh/bohr): 0.0236

Here are the Mulliken charges for atoms 1 to 4, given in e: -1.207 0.308 -1.328 0.371

No. 6
Computed, not measured: a 12-piece molecular cluster, C83H158F15N7O17 overall in a non-equilibrium geometry, with wB97M-V/def2-TZVPD.

The geometry in ORCA input format:
```
! wB97M-V def2-TZVPD RIJCOSX def2/J DEFGRID3
* xyz 0 1
C 1.00 4.05 0.70
C -0.28 4.89 0.65
C -1.10 4.57 1.97
C 0.11 6.33 0.41
C -1.01 7.32 0.09
C -1.77 6.71 -1.15
C -2.23 5.21 -0.95
C -3.36 5.12 0.11
C -2.75 4.71 -2.31
N -1.01 4.51 -0.59
O -1.26 3.12 -0.60
H 0.81 3.06 1.10
H 1.44 3.92 -0.27
H 1.75 4.57 1.29
H -1.87 5.29 2.18
H -1.65 3.63 1.86
H -0.45 4.49 2.86
H 0.74 6.74 1.21
H 0.70 6.34 -0.51
H -1.69 7.37 0.94
H -0.70 8.35 -0.12
H -1.08 6.73 -2.02
H -2.66 7.31 -1.37
H -4.31 5.52 -0.24
H -3.13 5.74 0.97
H -3.49 4.14 0.54
H -1.98 4.79 -3.08
H -3.65 5.26 -2.53
H -2.99 3.63 -2.29
H -0.89 2.88 -1.45
C 5.49 -0.10 1.45
C 5.82 -1.48 0.75
C 7.27 -1.83 1.12
C 4.78 -2.48 1.26
C 4.64 -3.70 0.35
C 4.53 -3.36 -1.17
C 5.60 -2.38 -1.61
C 7.03 -3.07 -1.74
C 5.30 -1.76 -2.95
N 5.57 -1.26 -0.68
O 6.34 -0.11 -1.13
H 6.20 0.60 1.01
H 4.43 0.08 1.15
H 5.64 -0.07 2.54
H 7.48 -1.61 2.15
H 7.55 -2.88 0.98
H 7.92 -1.13 0.59
H 5.05 -2.88 2.23
H 3.75 -2.07 1.29
H 5.56 -4.26 0.39
H 3.87 -4.41 0.65
H 3.55 -2.88 -1.40
H 4.62 -4.25 -1.77
H 7.80 -2.29 -1.85
H 7.03 -3.75 -2.58
H 7.28 -3.67 -0.85
H 6.10 -1.12 -3.31
H 4.39 -1.16 -2.99
H 5.07 -2.54 -3.69
H 5.61 0.38 -1.51
C -0.85 -1.45 2.37
C -0.08 -0.68 1.29
C 0.75 0.41 1.93
C 0.87 -1.67 0.52
C 0.07 -2.63 -0.37
C -0.86 -1.83 -1.33
C -1.78 -0.86 -0.60
C -2.28 0.14 -1.76
C -3.08 -1.51 0.01
N -0.97 -0.03 0.30
O -1.80 0.92 0.97
H -0.23 -1.75 3.23
H -1.61 -0.81 2.83
H -1.40 -2.28 1.91
H 0.08 1.06 2.51
H 1.42 0.01 2.72
H 1.25 0.99 1.17
H 1.51 -1.02 -0.10
H 1.45 -2.25 1.24
H 0.66 -3.37 -0.92
H -0.57 -3.22 0.29
H -1.59 -2.44 -1.88
H -0.16 -1.33 -1.97
H -3.17 0.70 -1.42
H -2.46 -0.39 -2.70
H -1.42 0.81 -1.90
H -3.49 -0.80 0.75
H -2.80 -2.46 0.48
H -3.86 -1.66 -0.74
H -1.56 1.76 0.51
C 5.33 -5.45 6.57
C 5.40 -3.98 7.08
C 5.99 -3.95 8.46
C 6.38 -3.10 6.24
C 5.90 -2.73 4.89
C 4.53 -2.00 5.12
C 3.49 -2.86 5.78
C 2.35 -1.93 6.22
C 2.88 -4.05 5.08
N 4.12 -3.32 7.10
O 3.23 -4.09 7.84
H 4.92 -5.53 5.58
H 6.31 -5.92 6.58
H 4.72 -6.04 7.26
H 5.53 -4.69 9.14
H 6.99 -4.38 8.43
H 6.08 -2.98 8.97
H 6.62 -2.22 6.86
H 7.36 -3.62 6.15
H 6.59 -2.10 4.33
H 5.70 -3.64 4.26
H 4.16 -1.67 4.15
H 4.69 -1.13 5.74
H 1.55 -2.48 6.70
H 1.98 -1.41 5.33
H 2.68 -1.21 6.96
H 2.86 -4.93 5.69
H 3.40 -4.33 4.15
H 1.82 -3.84 4.84
H 3.00 -3.52 8.57
C 5.78 2.73 7.00
C 4.59 2.94 5.99
C 5.18 3.13 4.51
C 3.68 1.74 6.19
C 2.26 1.89 5.59
C 1.59 3.20 6.16
C 2.47 4.46 5.92
C 2.45 4.87 4.40
C 1.89 5.61 6.76
N 3.82 4.13 6.50
O 4.58 5.32 6.40
H 6.55 3.48 6.85
H 5.42 2.59 8.03
H 6.16 1.70 6.79
H 5.37 4.17 4.31
H 6.08 2.53 4.37
H 4.49 2.83 3.72
H 4.18 0.83 5.90
H 3.45 1.54 7.26
H 2.24 1.88 4.49
H 1.70 0.98 5.85
H 1.45 3.13 7.25
H 0.61 3.29 5.67
H 3.19 5.61 4.09
H 1.52 5.33 4.08
H 2.73 3.99 3.81
H 1.66 5.47 7.82
H 0.92 5.78 6.25
H 2.39 6.56 6.58
H 4.63 5.60 7.34
C -1.68 -3.35 -8.10
C -2.60 -4.56 -7.62
C -3.84 -4.69 -8.53
C -1.92 -5.95 -7.56
C -0.83 -6.02 -6.50
C -1.46 -5.77 -5.13
C -2.23 -4.39 -5.01
C -3.21 -4.41 -3.77
C -1.26 -3.21 -4.86
N -3.07 -4.30 -6.24
O -3.99 -3.22 -6.13
H -1.51 -3.16 -9.17
H -2.22 -2.44 -7.77
H -0.72 -3.40 -7.57
H -3.61 -5.09 -9.51
H -4.60 -5.26 -7.95
H -4.23 -3.68 -8.66
H -2.68 -6.64 -7.22
H -1.64 -6.24 -8.59
H -0.30 -6.97 -6.55
H -0.11 -5.24 -6.76
H -0.69 -5.79 -4.33
H -2.17 -6.58 -4.92
H -3.61 -3.40 -3.61
H -2.80 -4.87 -2.84
H -4.09 -5.06 -3.93
H -0.72 -3.16 -3.88
H -1.76 -2.27 -5.12
H -0.39 -3.33 -5.53
H -4.78 -3.70 -5.82
C 4.48 3.26 -0.77
C 3.94 2.76 -2.12
C 5.13 2.34 -3.09
C 2.98 1.59 -1.68
C 1.97 1.16 -2.70
C 1.17 2.37 -3.14
C 2.04 3.52 -3.71
C 2.63 3.30 -5.11
C 1.20 4.85 -3.76
N 3.05 3.78 -2.59
O 3.83 4.92 -2.99
H 4.98 4.23 -0.86
H 3.69 3.29 -0.01
H 5.18 2.55 -0.35
H 4.93 1.41 -3.63
H 5.38 3.13 -3.81
H 6.07 2.23 -2.54
H 3.61 0.76 -1.33
H 2.49 1.94 -0.80
H 2.44 0.65 -3.54
H 1.34 0.39 -2.23
H 0.73 2.75 -2.22
H 0.36 2.12 -3.82
H 3.18 2.36 -5.10
H 3.31 4.11 -5.37
H 1.80 3.20 -5.79
H 1.69 5.66 -4.28
H 0.95 5.18 -2.74
H 0.24 4.71 -4.29
H 3.50 5.62 -2.38
C -4.54 -0.83 3.45
C -3.81 0.44 3.87
O -3.15 0.11 5.10
C -2.20 0.94 5.51
O -1.83 1.93 4.93
C -1.50 0.37 6.77
F -0.44 -0.33 6.34
F -1.05 1.33 7.59
F -2.22 -0.42 7.54
H -3.84 -1.65 3.55
H -4.94 -0.75 2.45
H -5.36 -1.11 4.10
H -4.48 1.25 4.09
H -3.10 0.69 3.11
C -6.67 -0.90 -2.35
C -6.24 -1.14 -3.81
O -7.36 -1.71 -4.51
C -7.32 -3.05 -4.70
O -6.43 -3.80 -4.47
C -8.58 -3.52 -5.45
F -8.14 -4.22 -6.54
F -9.30 -4.34 -4.73
F -9.41 -2.58 -5.84
H -7.56 -0.27 -2.35
H -5.90 -0.42 -1.77
H -6.83 -1.87 -1.87
H -5.35 -1.79 -3.86
H -6.04 -0.17 -4.28
C -5.80 1.88 0.01
C -5.80 2.39 -1.46
O -6.15 3.80 -1.42
C -7.44 4.10 -1.51
O -8.34 3.31 -1.59
C -7.74 5.57 -1.38
F -8.83 5.90 -2.09
F -8.02 5.79 -0.10
F -6.74 6.35 -1.69
H -5.02 2.27 0.66
H -5.62 0.80 -0.09
H -6.76 2.01 0.53
H -6.54 1.86 -2.07
H -4.80 2.41 -1.88
C -7.68 -5.76 -0.89
C -6.37 -5.24 -1.46
O -5.29 -5.42 -0.47
C -5.22 -4.52 0.44
O -5.94 -3.57 0.58
C -4.08 -4.88 1.43
F -4.17 -4.00 2.44
F -4.29 -6.04 2.04
F -2.84 -4.80 0.90
H -7.92 -5.33 0.06
H -7.70 -6.85 -0.79
H -8.42 -5.49 -1.65
H -6.41 -4.17 -1.68
H -6.06 -5.72 -2.36
C -1.98 0.22 -6.62
C -1.75 1.51 -5.89
O -2.92 2.43 -6.02
C -3.89 2.31 -5.16
O -3.96 1.56 -4.25
C -4.93 3.36 -5.50
F -5.21 3.50 -6.81
F -6.13 3.08 -4.90
F -4.59 4.57 -5.05
H -1.15 -0.45 -6.39
H -2.00 0.49 -7.66
H -2.94 -0.25 -6.34
H -1.02 2.05 -6.46
H -1.64 1.38 -4.83
*
```

Values from the calculation:
E (eV): -174628.0415
SMILES: CC1(C)CCCC(C)(C)N1O.CC1(C)CCCC(C)(C)N1O.CC1(C)CCCC(C)(C)N1O.CC1(C)CCCC(C)(C)N1O.CC1(C)CCCC(C)(C)N1O.CC1(C)CCCC(C)(C)N1O.CC1(C)CCCC(C)(C)N1O.CCOC(=O)C(F)(F)F.CCOC(=O)C(F)(F)F.CCOC(=O)C(F)(F)F.CCOC(=O)C(F)(F)F.CCOC(=O)C(F)(F)F
Energy relative to the best compared isomer or geometry (same formula, charge and spin) (kJ/mol): 0.0
F_max (Eh/bohr): 0.0609

Here are the Mulliken charges for atoms 1 to 4, given in e: -0.912 2.107 -1.209 -1.322

No. 7
Computed, not measured: C2H4O2S in the gas phase in a non-equilibrium geometry, with wB97M-V/def2-TZVPD.

The geometry in ORCA input format:
```
! wB97M-V def2-TZVPD RIJCOSX def2/J DEFGRID3
* xyz 0 1
C -1.21 0.35 -0.07
C -0.09 -0.64 -0.21
S 1.42 -0.08 0.07
O 2.62 -0.91 0.01
O 1.57 1.35 0.14
H -0.61 1.23 0.30
H -1.89 -0.11 0.66
H -1.72 0.55 -1.01
H -0.10 -1.74 0.12
*
```

Values from the calculation:
E (eV): -17066.4730
SMILES: CC=S(=O)=O
Energy relative to the best compared isomer or geometry (same formula, charge and spin) (kJ/mol): 269.9
F_max (Eh/bohr): 0.0588

Here are the Mulliken charges for atoms 1 to 4, given in e: -0.681 -0.211 0.843 -0.519

No. 8
Computed, not measured: a 2-piece molecular cluster, C17H13NO2S overall in a non-equilibrium geometry, with wB97M-V/def2-TZVPD.

The geometry in ORCA input format:
```
! wB97M-V def2-TZVPD RIJCOSX def2/J DEFGRID3
* xyz 0 1
S -1.84 -4.33 3.10
C -1.32 -3.06 3.90
N -0.93 -2.11 4.50
C 5.34 2.71 -1.23
O 5.13 1.32 -1.18
C 3.80 0.92 -0.96
C 3.54 -0.46 -0.90
C 2.27 -0.94 -0.70
C 1.19 -0.06 -0.54
C -0.18 -0.46 -0.32
O -1.09 0.58 -0.22
C -2.42 0.28 0.01
C -2.87 -1.06 0.12
C -4.22 -1.31 0.36
C -5.11 -0.26 0.49
C -4.67 1.05 0.39
C -3.34 1.32 0.15
C -1.91 -2.09 -0.01
C -0.59 -1.78 -0.22
C 1.46 1.31 -0.60
C 2.72 1.80 -0.80
H 6.40 2.89 -1.41
H 4.77 3.15 -2.05
H 5.06 3.16 -0.28
H 4.37 -1.13 -1.02
H 2.10 -2.00 -0.66
H -4.57 -2.33 0.44
H -6.15 -0.46 0.68
H -5.37 1.86 0.50
H -2.98 2.33 0.06
H -2.23 -3.11 0.06
H 0.13 -2.57 -0.32
H 0.62 1.99 -0.48
H 2.89 2.86 -0.84
*
```

Values from the calculation:
E (eV): -34257.5977
F_max (Eh/bohr): 0.1027

Here are the Mulliken charges for atoms 1 to 4, given in e: -0.548 0.254 -0.582 -0.788